Run A
One molecule with the formula C4H5NOS2, computed with ωB97M-V/def2-TZVPD.

Properties
LUMO energy = -0.047 eV
SMILES = ON1C[C@@H]2S[C@@H]2C1=S

The geometry in XYZ format:
```
13
C4H5NOS2 (ωB97M-V/def2-TZVPD)
C -0.713 -1.089 -0.084
C 0.147 -0.824 1.251
C 0.811 0.503 0.994
C 0.462 1.035 -0.442
H -0.679 1.059 -2.462
H -0.180 -1.775 -0.726
H -1.725 -1.577 -0.149
H 0.989 -1.493 1.779
H 1.801 0.518 1.228
N -0.568 0.187 -0.776
O -0.946 0.223 -2.149
S -0.267 0.662 2.310
S 0.868 2.570 -0.774
```


Run B
One molecule with the formula C4H5NOS2, computed with ωB97M-V/def2-TZVPD.

Properties
LUMO energy = -1.564 eV
SMILES = CS/N=C/C(=S)C=O

The geometry in XYZ format:
```
13
C4H5NOS2 (ωB97M-V/def2-TZVPD)
C -0.583 -0.862 3.334
C 0.703 -0.068 -0.225
C 0.061 0.532 -1.400
C -1.451 0.641 -1.449
H -1.383 -1.464 2.915
H -0.943 0.187 3.532
H -0.221 -1.298 4.257
H 1.788 -0.302 -0.363
H -1.837 1.522 -2.032
N 0.024 -0.215 0.851
O -2.186 -0.182 -0.989
S 0.819 -0.859 2.195
S 0.902 1.038 -2.689
```


Run C
One molecule with the formula C4H5NOS2, computed with ωB97M-V/def2-TZVPD.

Properties
LUMO energy = 0.474 eV
SMILES = On1cc(S)cc1S

The geometry in XYZ format:
```
13
C4H5NOS2 (ωB97M-V/def2-TZVPD)
C -0.348 -0.240 1.325
C 0.836 0.287 0.820
C 0.700 0.445 -0.543
C -1.247 -0.390 0.268
H -0.024 -1.844 3.056
H 1.754 0.599 1.289
H 1.408 2.118 -2.132
H -0.418 -0.692 -2.545
H -2.307 -0.568 0.243
N -0.561 0.036 -0.874
O -0.959 0.034 -2.110
S -0.782 -0.774 2.955
S 1.948 0.988 -1.752
```


Name the least stable of them. run A.


Run A
A 5-piece molecular cluster, CH11NO4 overall, computed with ωB97M-V/def2-TZVPD.

Properties
LUMO energy = 0.474 eV
SMILES = C=N.O.O.O.O

The geometry in XYZ format:
```
17
CH11NO4 (ωB97M-V/def2-TZVPD)
C 0.954 -2.037 -5.055
N 1.823 -2.241 -4.132
H 0.141 -2.731 -4.874
H 1.095 -1.256 -5.765
H 2.665 -1.730 -4.388
H -2.594 1.875 -0.829
H -1.480 1.095 -1.525
O -1.778 1.989 -1.333
H -0.039 -3.779 -1.336
H -1.172 -3.830 -2.324
O -0.829 -4.292 -1.543
H -1.044 3.382 4.628
H -2.019 3.385 3.550
O -1.345 2.798 3.918
H 2.455 2.224 6.400
H 1.578 3.155 5.575
O 1.675 2.787 6.459
```


Run B
A 5-piece molecular cluster, CH11NO4 overall, computed with ωB97M-V/def2-TZVPD.

Properties
LUMO energy = -4.956 eV

The geometry in XYZ format:
```
17
CH11NO4 (ωB97M-V/def2-TZVPD)
N 1.440 -1.019 1.030
C 0.131 -0.564 1.212
O -1.475 1.138 -0.900
H 1.422 -1.957 0.633
H 1.906 -0.186 0.492
H -0.632 -1.300 1.515
H 0.232 0.319 1.856
H -0.190 -0.175 0.167
H -2.068 1.790 -1.288
H -3.377 -0.774 0.498
O -2.430 -0.615 0.595
H 1.299 0.328 -1.306
H -1.993 0.628 -0.193
O 2.276 0.926 -0.300
H -0.237 0.457 -1.663
H 3.178 1.149 -0.565
O 0.519 -0.143 -1.783
```


Name the least stable of them. run B.


Run A
A 3-piece molecular cluster, C3H7PS overall, computed with ωB97M-V/def2-TZVPD.

Properties
LUMO energy = 0.102 eV
SMILES = C#C.C=P.S

The geometry in XYZ format:
```
12
C3H7PS (ωB97M-V/def2-TZVPD)
C -0.379 1.352 0.503
C 3.644 -0.193 -0.083
C 0.166 0.786 -0.400
P 2.510 -1.397 -0.116
S -4.985 -1.155 -0.238
H -0.766 2.128 1.106
H -5.090 0.147 -0.583
H 4.253 0.081 -1.025
H 3.967 0.625 0.612
H 0.860 0.213 -1.123
H 2.170 -1.210 1.253
H -6.348 -1.377 0.093
```


Run B
A 2-piece molecular cluster, C3H7PS overall, computed with ωB97M-V/def2-TZVPD.

Properties
LUMO energy (spin up / spin down) = 0.755 / 0.456 eV

The geometry in XYZ format:
```
12
C3H7PS (ωB97M-V/def2-TZVPD)
C -0.704 1.844 0.445
C 0.553 1.913 0.026
C 0.736 -0.578 -1.076
P -0.417 -1.916 1.184
S 1.325 -1.707 0.002
H -1.070 2.611 1.059
H -1.150 0.969 0.104
H 1.383 2.522 -0.181
H 1.482 -0.299 -1.928
H -0.296 -0.546 -1.291
H -1.364 -1.560 0.178
H -0.480 -3.252 1.479
```


Name the least stable of them. run B.


Run A
An isolated ion of composition C4H11N3 and charge -1, computed with ωB97M-V/def2-TZVPD.

Properties
Expectation value of S² = 0.75
LUMO energy (spin up / spin down) = 4.070 / 4.003 eV
2S+1 = 2
Charge = -1

The geometry in XYZ format:
```
18
C4H11N3 (ωB97M-V/def2-TZVPD)
C -1.784 -0.489 -0.212
C -1.108 0.962 -0.367
C 0.327 0.875 0.221
N 3.185 -1.031 -0.975
C 2.371 -0.375 -0.271
N 1.115 0.039 -0.604
N -1.816 -0.927 1.151
H -1.209 -1.142 -0.839
H -2.812 -0.338 -0.632
H -0.915 1.166 -1.437
H -1.795 1.686 0.104
H 0.303 0.561 1.306
H 0.678 1.866 0.351
H 4.133 -0.477 -0.752
H 2.752 0.264 0.610
H 0.613 -0.722 -0.988
H -2.412 -1.643 1.442
H -1.626 -0.276 1.892
```


Run B
An isolated ion of composition C4H11N3 and charge -1, computed with ωB97M-V/def2-TZVPD.

Properties
Expectation value of S² = 0.75
LUMO energy (spin up / spin down) = 3.949 / 4.157 eV
2S+1 = 2
Charge = -1

The geometry in XYZ format:
```
18
C4H11N3 (ωB97M-V/def2-TZVPD)
C 1.321 -0.223 -0.852
C 1.339 -0.277 0.670
C -0.140 -0.307 1.114
N -2.731 0.585 -0.281
C -1.980 1.302 0.442
N -0.786 0.977 1.096
N 0.857 -1.394 -1.588
H 0.794 0.681 -1.199
H 2.316 0.036 -1.289
H 1.773 0.614 1.124
H 1.778 -1.229 0.960
H -0.732 -0.977 0.475
H -0.229 -0.773 2.117
H -2.212 -0.116 -0.818
H -2.226 2.358 0.568
H -0.675 1.594 1.883
H 0.016 -1.159 -2.116
H 1.516 -1.693 -2.305
```


Name the least stable of them. run A.


Run A
A 2-piece molecular cluster, C8H9NO2S overall, computed with ωB97M-V/def2-TZVPD.

Properties
LUMO energy = 0.252 eV

The geometry in XYZ format:
```
21
C8H9NO2S (ωB97M-V/def2-TZVPD)
C 3.037 -0.017 -0.655
C 2.110 0.613 -1.425
C 2.536 -0.547 0.600
C 0.751 0.619 -1.144
C 1.186 -0.384 0.923
C 0.417 0.412 0.123
C -1.837 -1.094 -0.834
C -1.018 0.568 0.566
N -2.616 -1.607 0.054
O -1.506 -1.134 -1.953
O -1.412 0.087 1.823
S -2.137 1.802 -0.164
H 4.082 0.064 -0.834
H 2.473 1.172 -2.241
H 3.257 -0.994 1.279
H -0.057 1.046 -1.760
H 0.743 -0.594 1.843
H -2.728 -1.219 1.066
H -3.459 -2.191 -0.242
H -2.073 0.642 2.276
H -1.748 2.756 0.698
```


Run B
One molecule with the formula C8H9NO2S, computed with ωB97M-V/def2-TZVPD.

Properties
LUMO energy (spin up / spin down) = -1.111 / -1.068 eV

The geometry in XYZ format:
```
21
C8H9NO2S (ωB97M-V/def2-TZVPD)
C -1.412 2.015 -0.088
C -1.412 -0.432 0.192
C -0.007 2.018 -0.021
C 0.011 -0.478 0.556
C -2.078 0.718 -0.042
C 0.707 0.850 0.251
C 2.791 -2.439 -0.511
C 1.933 -1.844 0.271
N -3.450 0.632 -0.201
O 0.609 -1.501 -0.123
O 2.838 2.067 -0.594
S 2.406 0.784 0.045
H -2.020 2.829 -0.489
H -1.982 -1.376 0.271
H 0.704 2.781 0.151
H -0.116 -0.830 1.655
H 3.710 -2.747 -0.188
H 2.396 -2.665 -1.525
H 1.965 -1.427 1.293
H -3.887 1.416 -0.734
H -3.706 -0.372 -0.170
```


Name the least stable of them. run B.


Run A
One molecule with the formula C4H7NO2S, computed with ωB97M-V/def2-TZVPD.

Properties
LUMO energy = 0.426 eV
SMILES = C/C=N\OCC(O)=S

The geometry in XYZ format:
```
15
C4H7NO2S (ωB97M-V/def2-TZVPD)
C 2.226 0.536 -0.012
C 1.579 -0.479 -0.874
C -1.327 -0.687 0.762
C -2.417 0.108 -0.127
H 3.374 0.734 -0.521
H 2.252 0.118 1.037
H 1.700 1.567 0.216
H 1.958 -1.153 -1.631
H -1.201 -1.820 0.700
H -1.413 -0.516 1.768
H -0.942 1.153 -0.322
N 0.347 -0.743 -0.707
O -0.124 0.043 0.457
O -2.014 1.329 -0.344
S -3.997 -0.189 -0.402
```


Run B
One molecule with the formula C4H7NO2S, computed with ωB97M-V/def2-TZVPD.

Properties
LUMO energy = 0.422 eV
SMILES = CC(=O)NC(=O)CS

The geometry in XYZ format:
```
15
C4H7NO2S (ωB97M-V/def2-TZVPD)
C -1.532 1.109 0.067
C -1.746 -0.416 -0.014
C 0.691 -1.187 -0.028
C 1.343 0.201 0.019
H -2.489 1.577 0.015
H -0.785 1.466 -0.734
H -1.010 1.315 1.043
H -1.114 -2.283 -0.098
H 1.161 0.797 -0.913
H 1.032 0.770 0.891
H 3.472 1.179 -0.204
N -0.709 -1.330 -0.150
O -2.911 -0.851 -0.016
O 1.364 -2.188 0.141
S 3.232 -0.159 -0.020
```


Run C
One molecule with the formula C4H7NO2S, computed with ωB97M-V/def2-TZVPD.

Properties
LUMO energy = 0.742 eV
SMILES = CO[C@H]1C=NOCS1

The geometry in XYZ format:
```
15
C4H7NO2S (ωB97M-V/def2-TZVPD)
C 2.277 -0.036 -0.648
C 0.268 -0.347 0.727
C -2.392 -0.687 0.102
C -0.140 1.148 0.271
H 2.262 -0.921 -1.419
H 3.317 0.356 -0.650
H 1.889 0.846 -1.077
H 0.155 -0.453 1.801
H -2.608 -0.694 1.224
H -3.148 -1.230 -0.679
H 0.792 1.732 0.614
N -1.149 1.571 -0.311
O 1.591 -0.384 0.555
O -2.364 0.687 -0.263
S -0.747 -1.588 -0.248
```


Name the least stable of them. run C.